Entry 1:
Formula: C43H35BaP2S3Sb
Source: the OMol25 dataset
Level of theory: ωB97M-V/def2-TZVPD

Output
E_HOMO in eV: -6.95
Kohn-Sham gap in eV: 6.87
LUMO in eV: -0.08
Total charge: 0
Energy relative to the best compared isomer or geometry (same formula, charge and spin) in eV: 0.691

Last column: Löwdin charge in e.
Geometry (Å):
Ba (0.235, 0.243, -1.219)  1.22
Sb (3.527, 3.978, 0.223)  1.23
S (0.713, -2.588, -1.158)  0.06
S (2.446, 2.175, 1.026)  -0.03
S (-2.709, 0.486, -1.150)  0.07
P (-2.108, 0.025, 0.737)  0.28
P (-0.218, -2.243, 0.622)  0.33
C (-1.800, -4.287, 1.742)  -0.08
C (5.817, 5.224, 1.863)  -0.12
C (2.485, 5.752, 0.742)  -0.35
C (4.022, 4.883, -2.736)  -0.11
C (2.505, -4.496, 2.713)  -0.09
C (5.465, 4.152, 1.052)  -0.35
C (-1.066, 2.039, 2.412)  -0.11
C (4.153, 4.661, -4.101)  -0.08
C (1.010, 6.783, 2.335)  -0.07
C (-3.304, -4.648, -0.564)  -0.08
C (-2.788, -5.263, 1.700)  -0.08
C (2.647, -3.788, 3.900)  -0.10
C (7.084, 5.265, 2.431)  -0.08
C (-2.328, -3.666, -0.521)  -0.12
C (-1.138, 3.223, 3.141)  -0.09
C (1.082, -2.145, 3.098)  -0.09
C (4.111, 3.370, -4.607)  -0.08
C (-3.349, -1.080, 2.932)  -0.08
C (1.644, -4.036, 1.728)  -0.11
C (-0.563, -0.621, 1.077)  -0.78
C (0.926, -2.857, 1.915)  -0.36
C (1.682, 7.984, 0.362)  -0.08
C (-3.484, -0.859, 1.559)  -0.34
C (1.762, 5.690, 1.930)  -0.13
C (-3.333, 2.363, 1.680)  -0.10
C (-2.164, 1.600, 1.681)  -0.35
C (-4.340, -1.743, 3.635)  -0.08
C (-2.306, 3.969, 3.145)  -0.10
C (7.989, 4.241, 2.189)  -0.08
C (3.947, 2.292, -3.747)  -0.08
C (3.836, 3.805, -1.875)  -0.34
C (0.972, 7.930, 1.553)  -0.07
C (-4.613, -1.319, 0.900)  -0.11
C (7.630, 3.165, 1.385)  -0.08
C (-1.558, -3.489, 0.627)  -0.34
C (3.803, 2.510, -2.383)  -0.16
C (1.937, -2.612, 4.091)  -0.08
C (-3.405, 3.540, 2.407)  -0.09
C (6.366, 3.117, 0.817)  -0.12
C (2.441, 6.896, -0.048)  -0.11
C (-5.471, -2.202, 2.969)  -0.09
C (-3.534, -5.450, 0.546)  -0.09
C (-5.606, -1.991, 1.607)  -0.08
H (-2.144, -3.045, -1.388)  0.08
H (1.530, -4.589, 0.803)  0.09
H (1.773, 4.783, 2.524)  0.07
H (-0.160, 1.447, 2.406)  0.05
H (-4.231, -1.910, 4.700)  0.10
H (-2.973, -5.880, 2.572)  0.10
H (4.085, 5.896, -2.360)  0.08
H (5.110, 6.023, 2.059)  0.10
H (-3.890, -4.789, -1.464)  0.10
H (1.640, 8.872, -0.257)  0.11
H (6.079, 2.270, 0.203)  0.10
H (8.975, 4.277, 2.632)  0.11
H (-4.182, 2.027, 1.096)  0.10
H (4.284, 5.503, -4.770)  0.11
H (0.443, 6.732, 3.256)  0.11
H (4.208, 3.204, -5.673)  0.11
H (0.380, 8.779, 1.867)  0.11
H (-4.291, -6.224, 0.512)  0.10
H (-1.204, -4.154, 2.636)  0.11
H (2.044, -2.054, 5.013)  0.10
H (8.330, 2.359, 1.208)  0.11
H (2.987, 6.956, -0.979)  0.08
H (0.533, -1.220, 3.225)  0.08
H (-2.452, -0.733, 3.434)  0.11
H (7.362, 6.095, 3.068)  0.11
H (3.072, -5.406, 2.554)  0.10
H (3.310, -4.155, 4.675)  0.10
H (-0.280, 3.551, 3.717)  0.10
H (-4.712, -1.148, -0.165)  0.07
H (-2.364, 4.888, 3.718)  0.10
H (-6.481, -2.362, 1.086)  0.10
H (3.928, 1.281, -4.135)  0.11
H (-4.317, 4.125, 2.401)  0.10
H (3.673, 1.668, -1.709)  0.06
H (-6.244, -2.730, 3.516)  0.10

Entry 2:
Formula: C43H35BrFeN6O9P2Si
Source: the OMol25 dataset
Level of theory: ωB97M-V/def2-TZVPD

Output
E_HOMO (alpha / beta) in eV: -2.23 / -2.24
Kohn-Sham gap (alpha / beta) in eV: 5.63 / 5.64
LUMO (alpha / beta) in eV: 3.40 / 3.40
Total charge: -2
Energy relative to the best compared isomer or geometry (same formula, charge and spin) in eV: 0.000

Last column: Löwdin charge in e.
Geometry (Å):
Br (5.995, 9.617, 2.711)  0.65
Fe (0.196, -2.781, 0.129)  0.50
P (2.067, -5.317, 0.348)  0.22
P (2.901, -3.193, -1.396)  0.23
Si (-1.300, 0.007, -1.452)  0.43
O (3.158, -4.202, -0.155)  -0.26
O (2.701, -6.314, 1.227)  -0.31
O (0.878, -4.537, 0.866)  -0.32
O (1.660, -6.057, -1.038)  -0.15
O (1.398, -3.050, -1.525)  -0.35
O (3.231, -4.153, -2.686)  -0.16
O (1.741, -1.627, 0.814)  -0.05
O (3.868, -2.083, -1.361)  -0.28
O (-0.673, -1.189, -0.671)  -0.30
N (-0.798, -2.814, 1.923)  0.09
N (-1.376, -3.730, -0.809)  0.10
N (-2.838, -3.550, 1.024)  0.14
N (2.898, 4.369, 2.492)  0.01
N (-0.071, 0.032, 2.095)  0.14
N (3.567, 3.354, 2.092)  0.04
C (-0.480, -0.266, -6.076)  -0.12
C (3.854, 1.144, 1.470)  -0.02
C (3.101, 6.667, 3.098)  -0.04
C (-3.743, -3.851, -1.149)  -0.02
C (2.972, 2.153, 1.935)  -0.26
C (-1.227, 0.795, -5.580)  -0.12
C (-1.066, 4.100, -0.496)  -0.11
C (2.105, -0.518, 1.250)  -0.30
C (5.664, 6.851, 2.066)  -0.15
C (0.300, 4.337, -0.539)  -0.11
C (-3.566, -0.459, 0.140)  -0.10
C (-4.202, 0.327, -2.021)  -0.09
C (4.982, 5.648, 2.009)  -0.03
C (3.686, 5.534, 2.529)  -0.27
C (-2.320, -4.061, 3.294)  -0.02
C (1.170, 3.290, -0.821)  -0.09
C (-1.222, -3.965, -2.121)  -0.09
C (-1.482, -3.946, 4.379)  -0.08
C (3.774, 7.877, 3.157)  -0.16
C (-1.003, -0.078, -3.323)  -0.19
C (-1.559, 2.821, -0.731)  -0.10
C (0.669, 2.018, -1.056)  -0.08
C (1.174, 0.468, 1.860)  -0.14
C (-2.271, -4.144, -2.996)  -0.06
C (0.603, 2.662, 2.652)  -0.02
C (3.476, -0.123, 1.155)  0.00
C (0.015, -2.736, 2.986)  -0.09
C (-0.706, 1.754, -1.017)  -0.21
C (-4.901, -0.552, 0.510)  -0.11
C (-5.898, -0.205, -0.396)  -0.12
C (-0.230, -1.120, -3.838)  -0.07
C (-5.543, 0.233, -1.664)  -0.11
C (-1.934, -3.480, 2.082)  -0.27
C (-3.565, -4.060, -2.495)  -0.08
C (-0.677, 2.206, 2.842)  -0.06
C (-3.184, -0.017, -1.132)  -0.19
C (1.593, 1.787, 2.162)  -0.09
C (-0.965, 0.869, 2.570)  -0.15
C (-1.472, 0.889, -4.216)  -0.11
C (0.030, -1.216, -5.201)  -0.09
C (-2.614, -3.712, -0.330)  -0.27
C (5.056, 7.957, 2.640)  -0.72
C (-0.284, -3.265, 4.224)  -0.05
H (-2.785, -0.754, 0.834)  0.08
H (-3.789, -3.713, 1.304)  0.13
H (-3.250, -4.613, 3.348)  0.10
H (6.664, 6.932, 1.660)  0.09
H (0.210, -1.832, -3.147)  0.07
H (-6.314, 0.501, -2.379)  0.09
H (-1.963, 0.471, 2.741)  0.10
H (4.155, -0.844, 0.722)  0.10
H (3.307, 8.747, 3.599)  0.09
H (-5.166, -0.896, 1.505)  0.09
H (-2.631, 2.649, -0.684)  0.09
H (1.626, -5.433, -1.774)  0.02
H (2.097, 6.577, 3.495)  0.10
H (0.692, 5.327, -0.336)  0.09
H (4.885, 1.452, 1.335)  0.11
H (-2.022, 1.747, -3.839)  0.10
H (-1.746, -4.405, 5.324)  0.10
H (-2.074, -4.299, -4.047)  0.10
H (-0.277, -0.338, -7.139)  0.09
H (-1.601, 1.558, -6.254)  0.09
H (-1.455, 2.871, 3.196)  0.10
H (4.186, -4.237, -2.764)  0.06
H (0.425, -3.164, 5.032)  0.10
H (0.873, 3.684, 2.862)  0.08
H (2.240, 3.462, -0.833)  0.10
H (-4.732, -3.758, -0.717)  0.11
H (-0.194, -3.965, -2.453)  0.10
H (1.361, 1.207, -1.267)  0.12
H (-6.942, -0.278, -0.115)  0.09
H (-4.424, -4.145, -3.149)  0.10
H (0.944, -2.222, 2.811)  0.11
H (-1.750, 4.910, -0.268)  0.09
H (5.438, 4.779, 1.556)  0.10
H (0.647, -2.025, -5.574)  0.10
H (-3.948, 0.654, -3.024)  0.08

Entry 3:
Formula: C43H35Cl2N3O3PV
Source: the OMol25 dataset
Level of theory: ωB97M-V/def2-TZVPD

Output
E_HOMO (alpha / beta) in eV: -16.30 / -16.30
Kohn-Sham gap (alpha / beta) in eV: 6.62 / 6.50
LUMO (alpha / beta) in eV: -9.68 / -9.80
Total charge: +3
Spin multiplicity: 2
Energy relative to the best compared isomer or geometry (same formula, charge and spin) in eV: 0.000

Last column: Löwdin charge in e.
Geometry (Å):
V (0.220, 0.067, 0.113)  0.72
Cl (-4.029, -1.862, -0.424)  0.65
Cl (-2.313, 0.526, -0.254)  0.68
P (2.745, 0.047, -0.053)  1.16
O (0.008, 3.839, -1.493)  0.11
O (-0.254, -0.181, 2.011)  0.04
O (-0.373, -2.981, -2.612)  0.10
N (0.245, 2.138, -0.062)  0.05
N (-0.019, -1.906, -0.673)  0.08
N (0.316, 0.376, -1.915)  0.01
C (0.248, 2.582, -1.271)  -0.33
C (5.030, -3.289, -2.242)  -0.03
C (2.459, 3.878, 4.181)  -0.04
C (-3.535, -0.546, 0.596)  -0.86
C (0.794, 3.495, 1.982)  -0.19
C (-0.019, -1.912, -1.964)  -0.32
C (5.495, -1.983, -2.286)  -0.03
C (4.737, -0.389, 3.545)  0.02
C (0.234, -0.515, -4.106)  0.09
C (-0.106, -5.389, 0.909)  -0.02
C (-0.151, 3.278, 0.829)  -0.18
C (4.557, -0.234, 2.173)  -0.02
C (2.792, 4.425, 2.950)  -0.05
C (1.712, -4.225, 2.644)  -0.05
C (4.008, 2.523, 0.206)  -0.08
C (3.952, 3.027, -2.531)  -0.04
C (0.454, 2.965, 3.225)  -0.04
C (-0.298, 4.439, -0.183)  0.02
C (2.363, -0.347, 3.968)  0.04
C (3.660, -0.442, 4.434)  0.00
C (4.792, -0.968, -1.656)  -0.07
C (1.090, -3.464, 1.666)  -0.06
C (4.564, 3.690, -0.302)  -0.05
C (1.962, 4.237, 1.855)  -0.04
C (0.506, -6.154, 1.891)  -0.03
C (0.325, 1.875, -3.749)  0.08
C (3.154, -2.574, -0.922)  -0.09
C (0.297, 0.783, -4.610)  0.05
C (3.412, 1.854, -2.034)  -0.12
C (3.600, -1.252, -0.981)  -0.32
C (-0.695, -3.991, -1.602)  -0.01
C (0.228, -0.674, -2.730)  -0.13
C (4.532, 3.947, -1.663)  -0.03
C (0.186, -4.033, 0.783)  -0.19
C (0.961, -0.131, 1.885)  -0.33
C (2.184, -0.184, 2.588)  -0.22
C (3.429, 1.598, -0.658)  -0.35
C (1.416, -5.574, 2.763)  -0.04
C (3.267, -0.120, 1.688)  -0.25
C (0.340, 1.620, -2.388)  -0.17
C (1.285, 3.150, 4.319)  -0.06
C (-0.576, -3.242, -0.254)  -0.19
C (3.863, -3.584, -1.549)  -0.04
H (2.272, -2.835, -0.359)  0.06
H (0.160, -1.373, -4.759)  0.15
H (-1.316, 4.811, -0.257)  0.15
H (0.393, 5.264, -0.033)  0.14
H (0.268, -7.205, 1.974)  0.12
H (5.189, 0.038, -1.691)  0.11
H (5.413, -0.209, 1.511)  0.13
H (-1.697, -4.346, -1.829)  0.15
H (5.583, -4.077, -2.734)  0.13
H (0.325, 2.891, -4.119)  0.15
H (0.033, -4.792, -1.712)  0.14
H (4.033, 2.347, 1.273)  0.10
H (-0.822, -5.869, 0.252)  0.13
H (4.976, 4.852, -2.052)  0.13
H (3.031, 1.112, -2.726)  0.11
H (5.032, 4.396, 0.373)  0.12
H (3.849, -0.569, 5.491)  0.13
H (1.361, -2.425, 1.565)  0.06
H (1.513, -0.403, 4.634)  0.14
H (2.236, 4.685, 0.908)  0.11
H (6.415, -1.751, -2.805)  0.12
H (-1.133, 3.023, 1.237)  0.14
H (1.893, -6.172, 3.527)  0.12
H (-0.490, 2.449, 3.352)  0.12
H (0.293, 0.941, -5.680)  0.14
H (-4.365, 0.123, 0.795)  0.05
H (-3.047, -0.895, 1.499)  0.04
H (3.094, 4.050, 5.039)  0.12
H (2.430, -3.767, 3.311)  0.11
H (0.998, 2.767, 5.289)  0.12
H (3.952, 3.213, -3.596)  0.12
H (-1.573, -3.028, 0.139)  0.12
H (3.687, 5.025, 2.850)  0.12
H (3.513, -4.606, -1.484)  0.12
H (5.743, -0.477, 3.937)  0.14

Entry 4:
Formula: C43H35ClN2O6Ru
Source: the OMol25 dataset
Level of theory: ωB97M-V/def2-TZVPD

Output
E_HOMO (alpha / beta) in eV: -5.82 / -5.87
Kohn-Sham gap (alpha / beta) in eV: 7.51 / 8.02
LUMO (alpha / beta) in eV: 1.68 / 2.16
Total charge: -1
Spin multiplicity: 2
Energy relative to the best compared isomer or geometry (same formula, charge and spin) in eV: 3.064

Last column: Löwdin charge in e.
Geometry (Å):
Ru (1.577, -0.250, -0.285)  1.46
Cl (-1.901, 6.379, -3.844)  0.66
O (2.518, 1.194, -2.096)  -0.04
O (0.276, 1.478, -0.043)  -0.24
O (0.594, 1.193, -4.735)  -0.03
O (0.301, -2.041, 0.113)  -0.21
O (1.502, -0.691, -2.664)  -0.04
O (5.976, -0.105, 0.224)  0.04
N (3.655, -0.503, 0.313)  -0.02
N (1.360, -0.301, 2.190)  0.14
C (-0.206, 5.932, 0.482)  -0.09
C (1.018, 2.095, 2.163)  -0.05
C (-0.497, 3.549, 0.645)  -0.14
C (-1.037, -4.874, 0.688)  -0.02
C (2.929, -5.898, -1.678)  -0.11
C (-1.171, -3.304, 2.475)  -0.03
C (-1.296, 2.542, -4.714)  -0.20
C (2.685, -6.196, -0.347)  -0.09
C (-0.121, 2.122, 1.076)  -0.52
C (1.408, -1.493, 2.775)  -0.26
C (-2.872, -4.986, 2.233)  -0.11
C (1.136, -1.632, 4.139)  -0.04
C (-2.062, 2.162, 2.719)  -0.04
C (-1.568, 3.651, -0.240)  -0.01
C (-1.368, 1.495, 1.716)  -0.17
C (1.026, 0.785, 2.880)  -0.26
C (-2.349, -3.894, 2.902)  -0.09
C (1.825, -3.781, -1.386)  -0.01
C (0.048, 2.365, -4.333)  -0.22
C (-1.889, 3.777, -4.546)  -0.08
C (1.931, 0.887, -4.394)  -0.09
C (-2.216, -5.462, 1.111)  -0.09
C (0.767, -3.094, 0.816)  -0.50
C (2.504, -4.683, -2.191)  -0.08
C (0.192, 4.703, 0.987)  -0.03
C (-2.049, 1.368, -5.254)  -0.03
C (0.712, 3.376, -3.650)  0.01
C (0.744, -0.522, 4.863)  -0.05
C (-1.171, 4.811, -3.965)  -0.69
C (-1.282, 6.026, -0.381)  -0.12
C (0.099, 4.604, -3.468)  -0.10
C (1.558, -4.084, -0.059)  -0.18
C (-2.945, -0.311, 1.842)  -0.08
C (0.683, 0.706, 4.227)  -0.01
C (2.003, -5.297, 0.455)  -0.06
C (-3.187, 1.588, 3.282)  -0.09
C (-1.814, 0.256, 1.281)  -0.02
C (-0.474, -3.803, 1.380)  -0.12
C (4.811, -0.276, 0.232)  -0.56
C (-1.962, 4.874, -0.742)  -0.10
C (-3.630, 0.351, 2.847)  -0.10
C (1.999, 0.424, -2.917)  -0.67
C (1.802, -2.662, 1.944)  -0.05
H (0.401, 1.599, 4.765)  0.11
H (-1.531, 0.938, -6.109)  0.08
H (1.800, -5.549, 1.487)  0.12
H (0.502, -0.609, 5.913)  0.11
H (0.617, 5.386, -2.940)  0.11
H (-2.635, -6.285, 0.548)  0.10
H (1.691, 3.214, -3.232)  0.11
H (0.875, 2.902, 2.881)  0.11
H (0.341, 6.824, 0.754)  0.09
H (2.597, 1.743, -4.547)  0.13
H (3.444, -6.611, -2.312)  0.09
H (-0.550, -5.251, -0.197)  0.12
H (-1.586, 6.984, -0.778)  0.09
H (-2.084, 2.751, -0.538)  0.13
H (-2.908, 3.943, -4.865)  0.11
H (2.705, -2.380, 1.389)  0.10
H (1.962, 2.217, 1.623)  0.13
H (2.002, -3.523, 2.579)  0.12
H (-3.724, 2.109, 4.064)  0.09
H (3.029, -7.137, 0.067)  0.09
H (-1.734, 3.137, 3.057)  0.12
H (1.239, -2.599, 4.609)  0.12
H (-1.259, -0.264, 0.507)  0.09
H (-3.285, -1.275, 1.495)  0.10
H (-2.792, 4.930, -1.431)  0.09
H (2.703, -4.434, -3.225)  0.10
H (-3.061, 1.642, -5.543)  0.07
H (-3.795, -5.445, 2.563)  0.09
H (2.222, 0.067, -5.056)  0.13
H (-2.875, -3.479, 3.750)  0.10
H (-0.813, -2.432, 2.996)  0.09
H (-4.514, -0.090, 3.285)  0.09
H (-2.094, 0.598, -4.484)  0.09
H (1.490, -2.833, -1.788)  0.08
H (1.047, 4.663, 1.645)  0.10